# 1
DFT (wB97M-V/def2-TZVPD) results for a molecular structure, C14H8BCl5F3N4O3V in a non-equilibrium geometry.

The multiplicity is 3.

Each line ends with the Mulliken spin population.
CARTESIAN COORDINATES (ANGSTROEM)
V  -0.2936  -0.1413  0.2653  2.078
Cl  3.1393  3.1864  -4.0075  0.000
Cl  -1.9499  4.8076  -3.0022  0.001
Cl  -1.8259  3.5242  -0.2913  -0.001
Cl  0.7772  5.1805  -4.7545  -0.001
Cl  2.3905  0.8649  -2.1899  0.002
F  -3.2465  1.2987  -2.8481  0.000
F  -4.0150  -0.6218  -1.9623  0.001
F  -2.7832  -0.4542  -3.8024  0.000
O  0.5340  1.7052  -0.0364  -0.024
O  -0.7297  -0.6672  -1.6820  -0.024
O  -2.1930  0.5353  -0.4269  -0.034
N  -0.3250  -2.7924  1.8482  0.006
N  1.9656  -1.9459  1.6265  -0.006
N  -0.9954  -1.5978  1.8256  0.014
N  1.5759  -0.6412  1.2406  -0.030
C  -0.5360  3.3758  -1.3938  -0.013
C  3.1468  -0.4399  2.8527  0.000
C  -2.0724  -1.7539  2.5931  0.009
C  0.4603  2.3967  -1.1226  0.010
C  -2.9808  0.0310  -2.5762  0.006
C  0.6840  4.1928  -3.3424  -0.007
C  2.2539  0.2255  2.0322  0.012
C  -1.8386  -0.0112  -1.5282  -0.018
C  -1.0594  -3.6876  2.5722  0.003
C  -2.2372  -3.0818  3.0009  0.000
C  3.0462  -1.7885  2.4537  0.006
C  1.6443  3.2177  -3.1250  0.004
C  -0.4996  4.0730  -2.5990  0.005
C  1.4659  2.2430  -2.1114  -0.007
B  1.0786  -3.1606  1.2741  0.004
H  3.6154  -2.6808  2.7515  0.000
H  1.0495  -3.3360  0.0798  0.001
H  -2.6391  -0.8510  2.7953  0.001
H  3.8425  0.0216  3.5695  0.000
H  1.4542  -4.2275  1.7116  0.000
H  1.9171  1.2427  2.0334  0.000
H  -3.0981  -3.5392  3.4285  0.000
H  -0.7231  -4.7027  2.8475  0.000


# 2
DFT (wB97M-V/def2-TZVPD) results for a molecular structure, C14H8ClN2O2PdS3.

As for the net charge: +1.

Each line ends with the Löwdin charge.
CARTESIAN COORDINATES (ANGSTROEM)
Pd  1.5058  0.5721  1.3733  0.795
Cl  -5.6038  -0.8957  1.2376  0.726
S  4.4236  -0.6328  4.4833  0.759
S  3.5197  -0.3240  1.6382  0.626
S  1.8109  0.6106  3.6284  0.640
O  0.2526  -0.9033  1.3108  -0.167
O  -0.0172  1.9970  1.3475  -0.106
N  1.5311  0.4954  -0.8020  -0.059
N  1.3025  0.2273  -6.1286  0.209
C  -3.2307  0.3740  1.2995  -0.038
C  1.6175  -0.6855  -1.4204  -0.100
C  -3.1375  -2.0107  1.2439  -0.045
C  -1.2275  1.7254  1.3459  -0.130
C  -1.0660  -0.7671  1.2999  -0.280
C  1.5693  -0.8003  -2.7949  0.031
C  -3.8830  -0.8234  1.2611  -0.659
C  1.3571  0.2856  -4.9840  -0.148
C  3.3511  -0.1790  3.3951  -1.757
C  -1.8159  0.4290  1.3161  -0.125
C  1.3325  1.5876  -2.9058  0.028
C  1.3920  1.6102  -1.5272  -0.086
C  1.4210  0.3581  -3.5514  -0.186
C  -1.7657  -1.9868  1.2654  0.022
H  -3.7921  1.2993  1.3175  0.126
H  -1.1953  -2.9048  1.2636  0.133
H  1.3289  2.5423  -0.9806  0.122
H  1.6440  -1.7691  -3.2666  0.136
H  1.2211  2.5051  -3.4648  0.136
H  1.7238  -1.5566  -0.7864  0.118
H  -1.9130  2.5795  1.3670  0.155
H  -3.6571  -2.9595  1.2186  0.124


# 3
DFT (wB97M-V/def2-TZVPD) results for a molecular structure, C14H8F6N2OPRuS in a non-equilibrium geometry.

The multiplicity is 2. As for the net charge: +2.

Each line ends with the Mulliken spin population.
CARTESIAN COORDINATES (ANGSTROEM)
Ru  1.0837  -1.1753  0.6407  0.159
S  -0.8103  -1.5138  1.7037  -0.103
P  3.0227  -4.0915  1.9124  -0.001
F  1.9265  -2.8299  2.1935  -0.005
F  2.2927  -4.2947  0.5706  0.000
F  2.7493  -1.5415  -0.0362  0.008
F  2.4563  -4.7478  3.1713  0.000
F  4.1355  -3.0531  2.0549  0.000
F  4.0110  -5.2495  1.6290  0.000
O  1.3613  0.2497  1.9176  -0.074
N  -2.4727  3.1558  -7.4384  -0.018
N  0.4449  0.4566  2.8810  -0.024
C  -0.1091  0.5480  -4.1888  0.279
C  -1.5385  -0.1720  4.0087  -0.001
C  -1.3179  0.8427  4.9236  0.014
C  -0.5289  1.1371  -5.3462  0.234
C  -0.3140  0.1909  -1.8133  0.129
C  -0.7954  0.8066  -2.9536  -0.095
C  -0.1996  1.6563  4.7860  -0.017
C  0.6868  1.4467  3.7478  0.027
C  -2.3282  2.2694  -4.0841  0.239
C  -2.0998  2.6380  -6.4809  0.038
C  -1.6384  2.0024  -5.2994  0.027
C  0.2350  -0.3432  -0.8513  -0.082
C  -1.9187  1.6799  -2.9252  0.271
C  -0.6313  -0.3562  2.9700  0.001
H  1.5885  2.0146  3.5659  0.000
H  -3.1746  2.9415  -4.1000  -0.001
H  0.0003  2.4571  5.4839  0.000
H  -2.4366  1.8758  -1.9975  -0.002
H  -2.0093  0.9985  5.7400  0.000
H  -2.3956  -0.8281  4.0780  0.001
H  0.7438  -0.1162  -4.1837  0.000
H  -0.0197  0.9452  -6.2800  -0.005


no.,E (eV)
1,-123880.7767
2,-70222.0800
3,-58667.4345